Entry 1:
Below is one molecule with the formula C24H27N3O, with properties calculated with the ωB97M-V functional and the def2-TZVPD basis.

Results
- Multiplicity: 1
- HOMO energy: -7.781 eV
- LUMO energy: 0.4 eV
- Frontier orbital gap: 8.209 eV
- ΔE to the lowest compared entry with this formula, charge and spin: 0.0 kcal/mol
- SMILES: CCn1ccnc1CN1CCC[C@@H](C(=O)c2ccc3c4c(cccc24)CC3)C1

XYZ file:
```
55
Properties=species:S:1:pos:R:3:forces:R:3:mulliken_charge:R:1
C -1.77830 4.17579 2.56033 -0.115 0.058 -0.092 -0.91
C -2.54939 4.41095 1.26419 0.260 0.354 0.497 -0.57
N -2.69398 3.19405 0.50986 -0.031 -0.309 -0.347 0.23
C -3.77826 2.36263 0.53924 -0.245 -0.216 0.002 -0.28
C -3.47576 1.30847 -0.27061 -0.182 0.102 0.210 -0.74
N -2.23198 1.47208 -0.78904 0.422 -0.051 -0.346 -0.53
C -1.78079 2.60594 -0.30686 0.046 0.104 -0.192 -0.04
C -0.43481 3.16494 -0.60794 0.146 0.050 0.079 -0.56
N 0.47059 2.99463 0.52509 -0.076 0.146 -0.061 0.20
C 1.75999 3.63743 0.34118 0.145 0.099 -0.157 -1.02
C 2.67884 2.90742 -0.64399 -0.081 -0.025 0.207 -0.65
C 2.84851 1.45052 -0.22228 -0.084 0.007 -0.194 -1.18
C 1.47903 0.78108 -0.06885 0.219 0.214 0.404 1.01
C 1.62308 -0.61736 0.50452 -0.122 0.322 -0.168 -0.19
O 2.39217 -0.82516 1.42302 -0.036 0.040 -0.074 -0.65
C 0.78413 -1.67819 -0.09130 -0.205 -0.440 -0.072 0.84
C -0.45654 -1.39005 -0.63715 0.436 0.158 0.229 0.24
C -1.30181 -2.36844 -1.18423 -0.106 -0.353 -0.079 -1.54
C -0.88245 -3.67037 -1.20114 0.052 0.320 0.087 0.33
C 0.37654 -3.97829 -0.66109 0.150 0.103 0.114 0.77
C 0.66782 -5.34980 -0.75632 0.197 0.055 0.082 0.14
C 1.86166 -5.80682 -0.27418 -0.257 -0.092 -0.123 -0.73
C 2.75166 -4.87699 0.29595 0.096 0.142 0.038 -0.67
C 2.46792 -3.53725 0.39120 0.312 -0.038 0.132 -0.84
C 1.24080 -3.03267 -0.08786 -0.284 -0.142 -0.128 -0.25
C -0.48687 -6.04896 -1.41862 -0.032 -0.249 -0.056 -0.78
C -1.52052 -4.93190 -1.70704 -0.208 -0.060 -0.114 -0.66
C 0.64235 1.61452 0.92735 -0.087 -0.200 -0.029 -1.64
H -2.29493 3.44681 3.18053 -0.069 -0.048 0.081 0.31
H -0.78444 3.80095 2.32729 0.015 0.014 0.027 0.16
H -1.69092 5.10688 3.11352 0.011 0.106 0.109 0.39
H -3.55099 4.79399 1.48006 0.126 -0.007 -0.143 0.40
H -2.02163 5.14637 0.65040 -0.143 -0.039 0.012 0.26
H -4.65284 2.59131 1.11314 -0.164 0.083 0.128 0.41
H -4.06576 0.44796 -0.51348 -0.218 -0.136 0.016 0.44
H -0.08050 2.67286 -1.52476 -0.118 0.089 0.018 0.40
H -0.51147 4.23977 -0.80430 0.062 -0.056 -0.078 0.60
H 1.59082 4.66721 0.01495 0.024 0.011 0.066 0.48
H 2.24212 3.66680 1.32389 0.053 0.071 -0.022 0.40
H 3.64848 3.40714 -0.66926 0.008 0.038 -0.073 0.46
H 2.25349 2.95276 -1.64924 0.040 0.048 -0.073 0.32
H 3.37214 1.39682 0.73476 0.017 -0.052 -0.006 0.35
H 3.44377 0.91043 -0.96244 0.062 -0.018 0.065 0.45
H 0.97428 0.74605 -1.03569 -0.004 -0.039 0.033 0.47
H -0.83464 -0.37776 -0.63291 0.056 0.125 -0.039 0.37
H -2.26068 -2.07033 -1.58073 -0.118 0.030 -0.054 0.47
H 2.13301 -6.85145 -0.32301 0.012 -0.104 -0.008 0.46
H 3.69726 -5.24000 0.67325 0.086 0.020 0.039 0.38
H 3.17918 -2.86557 0.84371 0.028 -0.018 0.038 0.52
H -0.16523 -6.54241 -2.33784 -0.043 -0.041 0.026 0.28
H -0.90095 -6.81753 -0.76327 -0.005 -0.028 -0.060 0.28
H -1.73952 -4.85316 -2.77356 -0.054 -0.021 0.023 0.28
H -2.46554 -5.11856 -1.19334 -0.016 -0.004 -0.059 0.27
H -0.34315 1.16479 1.06062 0.026 -0.036 0.097 0.64
H 1.15503 1.60967 1.89428 -0.006 -0.086 -0.011 0.42
```
Positions in Å, forces in eV/Å.


Entry 2:
Below is a 2-piece molecular cluster, C24H27N5O2 overall at a distorted geometry, with properties calculated with the ωB97M-V functional and the def2-TZVPD basis.

Results
- Multiplicity: 1
- HOMO energy: -6.754 eV
- LUMO energy: -2.8 eV
- Frontier orbital gap: 3.951 eV
- ΔE to the lowest compared entry with this formula, charge and spin: 204.7 kcal/mol

XYZ file:
```
58
Properties=species:S:1:pos:R:3:forces:R:3:mulliken_charge:R:1
C 5.64792 -4.42447 -1.83914 0.100 0.088 0.070 -0.50
C 4.41859 -5.29806 -2.18379 -0.180 0.096 -0.117 -0.53
C 3.20628 -4.64273 -1.48692 -0.370 -0.506 0.321 -0.58
N 3.67945 -3.35626 -1.00962 -0.113 0.164 -0.458 0.19
C 2.86323 -2.46261 -0.34465 -0.336 -0.119 0.291 0.19
C 2.12881 -2.89687 0.78529 0.138 -0.124 -0.508 -0.39
C 1.30745 -2.02090 1.44401 -0.620 -0.148 0.261 -1.04
C 1.03567 -0.71376 0.94573 0.683 -0.031 0.050 0.88
C 0.05028 0.03933 1.63734 0.852 0.410 -0.278 -0.32
C -0.51555 1.26405 1.19191 -0.102 0.848 -0.585 0.68
C -0.56324 1.56991 -0.19962 -0.369 0.195 0.294 -1.07
C -1.11303 2.75789 -0.64926 -0.048 -0.024 0.323 -0.25
C -1.57735 3.72279 0.26753 0.498 -0.828 0.218 -0.15
N -2.06571 4.92626 -0.21386 -0.557 0.821 -0.166 0.12
C -1.21797 6.10443 -0.34100 0.333 0.061 0.343 -0.53
C -1.96437 7.07564 -1.28208 0.090 0.039 0.167 -0.51
C -3.25301 6.35544 -1.73649 -0.151 -0.106 0.015 -0.52
C -3.26553 4.98066 -1.04045 -0.201 -0.309 0.021 -0.52
C -1.51090 3.44852 1.66140 -0.028 0.667 -0.823 -0.47
C -1.00170 2.25497 2.10404 0.168 -0.947 0.221 -0.73
C 1.86905 -0.24905 -0.13751 0.030 -0.815 -0.119 -0.58
C 2.75666 -1.11435 -0.76986 -0.181 0.133 0.459 -0.41
C 5.11814 -3.21063 -1.04520 0.505 0.344 0.047 -0.64
H 6.36618 -4.98284 -1.22246 -0.195 0.190 -0.250 0.28
H 6.17501 -4.08594 -2.74052 -0.160 -0.193 0.232 0.28
H 4.24495 -5.31697 -3.26864 0.111 -0.037 0.335 0.26
H 4.54203 -6.33580 -1.84752 -0.008 0.326 -0.137 0.30
H 2.36771 -4.50194 -2.18852 0.235 -0.002 0.244 0.28
H 2.82484 -5.26637 -0.66163 0.141 0.004 -0.190 0.27
H 2.24204 -3.93879 1.10515 -0.053 0.548 0.039 0.36
H 0.79457 -2.34947 2.35279 -0.045 0.116 -0.403 0.30
H -0.19304 -0.28800 2.63547 -0.278 -0.226 0.075 0.34
H -0.19797 0.85649 -0.92521 -0.219 -0.083 0.079 0.75
H -1.18437 2.98662 -1.71642 0.082 -0.166 0.367 0.44
H -1.05458 6.53897 0.65785 0.077 0.095 -0.303 0.26
H -0.22541 5.85180 -0.75043 -0.192 -0.061 0.081 0.30
H -2.18770 8.00282 -0.73915 0.005 -0.209 -0.256 0.27
H -1.33576 7.33604 -2.14618 -0.194 -0.057 0.343 0.27
H -4.15329 6.90962 -1.44229 0.293 -0.041 -0.185 0.26
H -3.27449 6.23371 -2.82863 -0.026 0.066 0.362 0.28
H -3.30153 4.15535 -1.76732 0.022 0.126 0.081 0.30
H -4.14572 4.87307 -0.38555 0.127 -0.012 -0.300 0.27
H -1.89084 4.21757 2.34156 0.215 -0.389 -0.166 0.44
H -0.94583 2.06193 3.18042 -0.099 -0.061 -0.407 0.41
H 1.83159 0.77723 -0.47865 -0.102 -0.060 0.100 0.69
H 3.34784 -0.81781 -1.64329 -0.229 0.118 0.481 0.41
H 5.54268 -3.21583 -0.02435 -0.184 0.055 -0.221 0.28
H 5.38949 -2.24552 -1.49762 0.105 -0.251 0.022 0.30
N -2.25576 -2.05322 2.30133 -0.329 -0.114 -0.416 -0.20
C -2.70687 -2.69764 3.43459 -1.513 -0.748 -1.638 -0.41
N -3.79380 -3.48802 3.23267 1.124 0.889 -0.307 -0.60
C -4.04914 -3.33938 1.89753 1.267 0.861 0.519 0.20
N -5.13475 -4.05322 1.29375 -0.476 -0.343 -0.063 0.92
O -5.34962 -3.89127 0.06971 0.226 -0.254 1.569 -0.63
O -5.79300 -4.79360 2.03564 0.459 0.757 -1.378 -0.56
C -3.11286 -2.44932 1.29675 -0.907 -1.273 2.018 -0.52
H -2.26814 -2.61537 4.42750 0.067 0.161 -0.390 0.41
H -3.14769 -2.18508 0.25389 0.514 0.362 0.014 0.44
```
Positions in Å, forces in eV/Å.


Entry 3:
Below is an isolated ion of composition C24H27O4Si and charge +1 at a distorted geometry, with properties calculated with the ωB97M-V functional and the def2-TZVPD basis.

Results
- Multiplicity: 1
- HOMO energy: -10.587 eV
- LUMO energy: -4.0 eV
- Frontier orbital gap: 6.555 eV
- Total charge: +1

XYZ file:
```
56
Properties=species:S:1:pos:R:3:forces:R:3:mulliken_charge:R:1
C -6.48178 -1.54848 -2.23454 -0.175 0.606 0.087 -0.38
C -5.41987 -2.66396 -2.26029 -0.396 -0.500 -0.375 -0.62
C -4.11221 -1.92548 -2.13268 -0.167 1.440 0.536 0.45
C -4.42711 -0.54553 -2.16116 0.030 -0.568 1.184 0.26
O -5.75589 -0.26930 -2.21236 0.303 -0.609 -0.515 -0.48
C -3.46755 0.43747 -1.90740 -0.344 -0.065 -0.476 -1.57
C -2.20619 0.03883 -1.51085 0.008 -0.115 0.282 -0.19
C -1.90814 -1.30812 -1.28130 -0.095 -0.011 -0.860 0.54
C -0.54488 -1.67857 -0.73007 -0.921 0.615 -3.254 0.09
C 0.71907 -1.25949 -1.47104 0.062 -0.441 -0.734 0.76
C 1.75822 -2.21141 -1.38989 0.087 -0.209 -0.340 -0.39
C 3.01072 -1.93118 -1.90953 -0.345 1.698 -0.331 0.32
C 3.20451 -0.70016 -2.59282 -0.282 0.375 1.159 0.21
O 4.51263 -0.37015 -2.80309 -0.228 -1.598 0.337 -0.50
C 5.30544 -1.45418 -2.13640 0.158 0.875 -0.162 -0.39
C 4.34195 -2.58968 -1.78885 0.148 -0.507 -0.613 -0.69
C 2.14027 0.18017 -2.85730 0.145 -0.585 0.062 -1.47
C 0.88740 -0.12853 -2.30816 -0.013 -0.283 0.285 -0.14
C -2.84041 -2.30316 -1.71179 0.685 -0.126 -0.263 -0.81
H -7.16011 -1.54379 -3.10184 0.445 0.006 0.232 0.27
H -7.11193 -1.57784 -1.33224 0.316 0.050 -0.239 0.27
H -5.59688 -3.34676 -1.42655 0.217 -0.029 -0.105 0.31
H -5.53338 -3.23456 -3.18643 0.264 -0.036 0.094 0.29
H -3.74039 1.47754 -2.00159 0.050 0.100 -0.014 0.43
H -1.39469 0.76451 -1.39117 -0.678 -0.064 0.432 0.50
H -0.59587 -2.81992 -1.01590 0.588 1.455 2.498 0.33
H 1.53441 -3.23596 -1.03807 0.259 0.764 0.348 0.34
H 6.11187 -1.74432 -2.81529 -0.265 0.108 0.067 0.29
H 5.75274 -1.01939 -1.23021 -0.196 0.025 -0.312 0.28
H 4.54878 -3.01014 -0.80752 -0.053 -0.005 0.014 0.36
H 4.41950 -3.38596 -2.53675 0.087 -0.079 0.167 0.26
H 2.31894 1.07657 -3.45825 -0.199 -0.353 0.242 0.44
H 0.00770 0.47024 -2.58195 0.743 -0.133 0.266 0.45
H -2.52110 -3.36457 -1.86502 -0.327 0.850 0.813 0.30
C 3.24684 2.82065 4.58147 0.147 -0.448 0.115 -0.98
Si 1.69619 3.09947 3.58964 0.385 0.623 -0.622 0.28
C 0.20363 3.51216 4.61627 -0.309 -0.309 0.144 -1.05
C 1.97759 4.35396 2.23261 -0.061 -0.073 -0.117 -0.96
O 1.46142 1.65765 2.55465 -1.751 -1.550 -0.777 -0.43
C 0.48694 0.85568 2.15031 1.746 -0.723 -0.340 0.71
C -0.79673 0.62551 2.65118 0.231 -1.489 -2.118 -0.50
C -1.31918 -0.40515 1.84660 -0.583 0.256 0.503 -0.67
C -0.37299 -0.88108 0.89028 0.943 -2.832 0.455 0.30
O 0.74915 -0.04285 1.13461 0.851 0.992 0.306 -0.05
H 3.66801 3.75534 4.99340 -0.382 -0.230 -0.289 0.35
H 3.08617 2.14537 5.43539 0.037 0.130 -0.262 0.32
H 4.02386 2.37593 3.94143 -0.190 0.103 0.175 0.31
H 0.23701 4.56303 4.95184 0.127 -0.355 -0.239 0.36
H -0.71563 3.38605 4.02940 0.099 0.138 0.146 0.33
H 0.12256 2.89318 5.52057 0.006 0.091 -0.226 0.33
H 2.28272 5.35324 2.58818 -0.151 -0.445 -0.028 0.36
H 2.76403 3.97347 1.55887 -0.275 0.189 0.191 0.31
H 1.04951 4.46428 1.64684 0.332 0.043 0.112 0.31
H -1.16884 1.13886 3.48725 -0.846 0.380 0.698 0.53
H -2.32167 -0.80342 1.91515 0.022 -0.051 0.141 0.54
H -0.11637 -2.11610 0.87236 -0.288 2.906 1.520 0.17
```
Positions in Å, forces in eV/Å.


Entry 4:
Below is C24H28AlO2 as an isolated structure, with properties calculated with the ωB97M-V functional and the def2-TZVPD basis.

Results
- Multiplicity: 1
- HOMO energy: -4.857 eV
- LUMO energy: 2.4 eV
- Frontier orbital gap: 7.289 eV
- Total charge: -1

XYZ file:
```
55
Properties=species:S:1:pos:R:3:forces:R:3:mulliken_charge:R:1
C -2.42818 -0.91877 -0.13017 0.039 0.215 -0.503 -0.30
C -3.20696 -1.09935 -1.03890 0.379 -0.270 0.198 -0.10
C -4.07174 -1.28522 -2.17578 -0.145 0.251 0.301 -0.97
Al -5.30238 0.36255 -2.38014 0.091 0.119 -0.180 0.21
C -4.59891 1.90695 -1.25050 -0.112 -0.254 -0.535 -1.06
C -3.18226 2.36589 -1.48015 0.283 0.183 0.652 -0.08
O -2.93535 2.70642 -2.88147 -0.407 -0.223 -0.066 -0.30
C -2.18493 1.85499 -3.57719 0.047 0.105 -0.211 0.01
O -1.04195 1.57670 -3.32716 0.098 -0.212 0.189 -0.49
H -1.60255 -0.60363 0.45674 -0.084 -0.113 0.373 0.47
H -4.69725 -2.16875 -2.04031 -0.020 -0.055 -0.077 0.40
H -3.44285 -1.41771 -3.05747 -0.087 -0.042 -0.123 0.25
H -5.24891 0.77897 -3.95995 -0.001 -0.015 -0.028 -0.30
H -6.81843 -0.02209 -1.93795 0.024 0.002 0.075 -0.33
H -4.68171 1.61640 -0.20003 -0.004 0.048 0.105 0.36
H -5.27442 2.75003 -1.42809 -0.089 0.067 0.152 0.44
H -2.93343 3.26841 -0.91460 0.026 0.105 -0.107 0.15
H -2.46361 1.60316 -1.18163 0.037 -0.056 -0.058 0.16
H -2.72153 1.44700 -4.44290 -0.003 0.116 -0.149 0.47
C 1.00227 -1.74843 -1.21012 -0.115 -0.162 -0.058 -0.53
C 1.19086 -0.37752 -1.25666 -0.175 0.165 -0.106 -0.23
C 2.26106 0.20037 -0.59547 0.104 -0.018 0.001 -0.13
C 3.16036 -0.59479 0.10376 -0.066 -0.075 -0.017 -0.63
C 2.97344 -1.97209 0.14458 -0.009 0.020 0.001 -0.23
C 1.88857 -2.55152 -0.50678 0.111 0.126 0.033 -0.38
H 0.14881 -2.17560 -1.72013 -0.016 -0.056 0.053 0.41
H 0.49027 0.24263 -1.80441 -0.009 -0.007 0.007 0.53
H 2.37948 1.27375 -0.63918 0.108 -0.001 0.121 0.06
H 3.99851 -0.14488 0.62126 0.011 -0.009 0.000 0.38
H 3.67042 -2.59307 0.69436 0.014 0.007 0.007 0.31
H 1.73206 -3.62260 -0.45997 0.017 -0.008 -0.017 0.38
C 1.37804 3.86548 -1.05845 -0.033 0.004 -0.037 -0.34
C 0.03448 4.16103 -1.24732 -0.056 -0.011 -0.030 -0.21
C -0.55107 5.18636 -0.51746 0.030 0.022 0.018 -0.53
C 0.20489 5.91597 0.39078 -0.005 0.001 -0.002 -0.43
C 1.54803 5.61780 0.57678 -0.004 -0.005 0.016 -0.36
C 2.13441 4.58754 -0.14587 -0.011 0.015 -0.006 -0.40
H 1.83057 3.06538 -1.62865 -0.005 0.016 -0.053 0.49
H -0.55449 3.58812 -1.95422 0.060 -0.010 0.042 0.36
H -1.60062 5.41200 -0.65655 -0.005 0.005 -0.007 0.42
H -0.25469 6.71590 0.95792 -0.002 0.004 0.006 0.36
H 2.13627 6.18514 1.28735 0.001 0.001 0.009 0.35
H 3.17990 4.34705 0.00388 0.008 0.006 -0.007 0.36
C 1.82839 -4.08776 4.29335 0.013 -0.011 0.016 -0.62
C 2.29472 -4.14079 2.98715 -0.037 -0.004 -0.002 -0.04
C 3.33890 -4.99436 2.65950 0.004 -0.002 -0.003 -0.21
C 3.91472 -5.79685 3.63497 0.003 0.002 -0.003 -0.47
C 3.44733 -5.74387 4.94072 0.002 -0.003 0.005 -0.38
C 2.40534 -4.88778 5.26998 0.000 0.003 0.001 -0.31
H 1.01443 -3.42172 4.54815 -0.007 0.002 -0.004 0.37
H 1.84322 -3.51894 2.22571 0.000 0.020 0.006 0.24
H 3.70431 -5.03468 1.64070 -0.007 -0.005 -0.007 0.36
H 4.72734 -6.46423 3.37719 0.004 -0.002 -0.001 0.35
H 3.89476 -6.37052 5.70186 0.005 0.000 0.005 0.35
H 2.04208 -4.84449 6.28891 -0.005 -0.003 0.004 0.35
```
Positions in Å, forces in eV/Å.


- What is the formula in the second record?
  C24H27N5O2